Below is C16H23N5O2 in the gas phase, with properties calculated with ωB97M-V/def2-TZVPD.

```
! wB97M-V def2-TZVPD RIJCOSX def2/J DEFGRID3
* xyz 0 1
O -1.86345 -2.73268 1.51255
O -3.16553 2.03924 0.49046
N -0.46849 0.47884 1.77988
N -1.35020 -0.52699 1.66153
N 1.27151 -1.03028 1.97104
N -0.28369 0.11035 -2.67369
N -2.47090 0.44273 -0.93089
C 2.47964 -2.88325 2.08589
C 1.13852 -3.26275 1.92723
C -0.72723 1.43518 -2.28284
C 0.77962 0.26188 1.92103
C 2.53280 -1.51094 2.10809
C -2.72086 -0.10234 1.45623
C 1.05357 0.05939 -3.22854
C 2.20356 0.39388 -2.27017
C -2.22937 1.39715 -1.99348
C 1.02821 2.75193 1.93771
C -2.80876 0.89427 0.29462
C 0.39761 -2.10257 1.85870
C -1.01643 -1.87003 1.67438
C -2.02311 -0.87896 -1.30048
C -0.52360 -0.84482 -1.61095
C 1.73704 1.40690 2.01756
H -0.52623 2.12710 -3.10301
H 3.37682 -0.85927 2.21248
H -2.55685 -1.16610 -2.21321
H 1.75319 3.55993 1.99083
H -2.24224 -1.61514 -0.53096
H 2.08513 1.39353 -1.85840
H 0.02818 -0.58389 -0.69159
H -0.19494 -1.83247 -1.94131
H -0.21222 1.80016 -1.37656
H 0.47155 2.83463 1.00904
H 1.19922 -0.95121 -3.62162
H 2.28389 1.32659 2.96211
H 2.46784 1.31694 1.20680
H -3.07642 0.42370 2.34689
H -2.58697 2.37326 -1.66465
H -3.32444 -0.99706 1.29199
H 2.24828 -0.32294 -1.45281
H 1.07693 0.75448 -4.07254
H 0.74373 -4.25621 1.86996
H 0.32154 2.85427 2.75511
H 3.31911 -3.54394 2.17388
H -2.77191 1.08294 -2.88920
H 3.14635 0.35458 -2.80911
*
```

Properties
ΔE to the lowest compared entry with this formula, charge and spin: 0.0 kJ/mol
Gap between HOMO and LUMO: 9.225 eV
SMILES: CCc1nn(CC(=O)N2CCN(CC)CC2)c(=O)c2cccn12

Below is C16H23NO2S in the gas phase, with properties calculated with ωB97M-V/def2-TZVPD.

```
! wB97M-V def2-TZVPD RIJCOSX def2/J DEFGRID3
* xyz 0 1
S -0.26544 2.52525 1.86929
O 0.73839 3.08096 1.01144
O -0.80902 3.31397 2.93431
N 0.38444 1.17509 2.57424
C 3.10766 -1.38665 1.80997
C 1.41153 -2.37496 -0.51321
C -4.13657 0.42695 -3.41244
C -1.61548 1.93783 0.86054
C 1.08530 0.22907 1.73017
C -2.85350 0.82360 -3.75252
C 0.15269 -0.85720 1.16893
C -3.69787 0.97939 -1.11811
C -1.99484 1.29790 -2.77959
C -2.40172 1.38204 -1.44635
C 3.46771 -1.02085 0.36381
C -1.45858 1.87333 -0.45433
C 2.87752 -1.96534 -0.68835
C 2.28104 -0.31459 2.52382
C 0.40703 -1.23848 -0.29644
C -4.55484 0.50802 -2.09332
H 0.72056 -0.35616 -0.85586
H 4.55235 -1.03323 0.23912
H 4.01791 -1.53937 2.39277
H -0.50390 2.21608 -0.83419
H 3.46732 -2.88588 -0.70680
H 1.44392 0.85623 0.91034
H -5.55586 0.20278 -1.82629
H 1.91068 -0.72426 3.46716
H -2.49295 1.67047 1.41980
H -4.80964 0.05826 -4.17192
H 2.56806 -2.33207 1.82465
H 2.99250 -1.49055 -1.66566
H 0.20068 -1.74906 1.79688
H 1.12990 -2.91222 -1.42270
H -2.52405 0.76421 -4.77925
H -0.99528 1.60837 -3.04660
H 1.31777 -3.08996 0.30612
H -0.17583 0.79206 3.31690
H 2.91797 0.53768 2.76550
H -0.86839 -0.47200 1.23575
H -4.03582 1.04449 -0.09556
H 3.14577 -0.00220 0.15651
H -0.54912 -1.55902 -0.71851
*
```

Properties
ΔE to the lowest compared entry with this formula, charge and spin: 137.4 kJ/mol
Gap between HOMO and LUMO: 9.073 eV
SMILES: O=S(=O)(/C=C/c1ccccc1)NC1CCCCCCC1

Below is C16H23NO4 in the gas phase in a non-equilibrium geometry, with properties calculated with ωB97M-V/def2-TZVPD.

```
! wB97M-V def2-TZVPD RIJCOSX def2/J DEFGRID3
* xyz 0 1
O -0.38506 0.69321 -2.97980
O -1.54279 -0.72514 -4.06082
O 0.47846 -0.68726 2.30218
O -3.88778 -1.53294 -3.44979
N -4.85073 -2.14038 -1.43847
C -2.89439 0.87262 -2.70056
C 4.37372 2.88240 1.05589
C -0.49247 -1.67933 0.16636
C 2.67963 -1.31005 0.85805
C -2.47603 -0.41003 -0.46319
C -1.56414 -1.35180 -0.84563
C -2.25313 0.37571 0.56526
C -1.28570 0.28421 1.24053
C 2.46370 1.07077 1.63343
C -0.39884 -0.88184 1.25192
C -1.51298 0.52273 -3.13107
C -3.45368 0.12779 -1.65632
C 3.39304 -0.12424 1.46709
C -4.04118 -1.15231 -2.42101
C 3.34180 2.34220 2.01584
C 1.59817 -1.67267 2.09295
H 3.88282 2.26472 2.99289
H 5.04752 3.79887 1.41088
H 1.15320 -2.80294 1.87511
H -1.65301 -1.93940 -1.66806
H -4.30704 0.63538 -1.07793
H 0.08363 -2.53391 0.05794
H -3.57333 0.81959 -3.58911
H 2.10988 -1.88633 3.03778
H 3.27318 -2.08774 0.81011
H -2.96686 1.22894 0.55179
H 4.27247 -0.10642 0.72066
H 5.17942 2.23220 1.08750
H 1.68342 1.21895 2.52983
H -4.86673 -1.68096 -0.36076
H 3.75813 -0.45837 2.63056
H 2.11703 -0.95287 0.05777
H 4.01459 3.16157 0.05197
H -5.06236 -2.94592 -1.73946
H 2.12855 1.39877 0.75837
H 2.79852 3.22082 2.53964
H -1.36575 0.86319 2.37119
H -2.32288 -0.97446 -4.21748
H -2.67406 2.02268 -2.33404
*
```

Properties
ΔE to the lowest compared entry with this formula, charge and spin: 1211.6 kJ/mol
Gap between HOMO and LUMO: 9.318 eV
SMILES: CCCCCCOc1ccc([C@@H](CC(=O)O)C(N)=O)cc1

Below is C16H23NO4 in the gas phase, with properties calculated with ωB97M-V/def2-TZVPD.

```
! wB97M-V def2-TZVPD RIJCOSX def2/J DEFGRID3
* xyz 0 1
O -1.53235 -3.35883 -0.53539
O 4.45851 1.63955 -0.80217
O -2.49820 1.07480 2.53312
O 3.78787 -0.82651 -0.35172
N -2.58390 -1.40757 -0.94580
C -0.99756 0.26303 0.06213
C -2.31907 -0.28271 2.17795
C 3.49065 -2.17989 -0.10968
C 2.76440 0.06993 -0.35940
C -2.00003 1.99289 1.57615
C 0.80617 2.03809 -0.41190
C -3.94013 -3.33422 -0.48091
C 2.13960 2.37463 -0.62207
C -2.01391 1.41221 0.16708
C 4.87797 2.95655 -1.05239
C -1.37830 -0.63962 -1.13839
C -1.03598 -0.53324 1.39243
C 3.13034 1.41300 -0.60436
C 1.43632 -0.24339 -0.14947
C -2.56250 -2.72881 -0.64946
C 0.43218 0.73040 -0.17639
H -0.94515 -1.60147 1.20060
H -3.19056 -0.63624 1.60536
H 2.38567 3.40935 -0.79978
H -4.53928 -3.16607 -1.37300
H 3.04859 -2.32548 0.88143
H -1.80971 2.18764 -0.56886
H 1.16097 -1.26630 0.04632
H 5.95781 2.90143 -1.18094
H -2.29638 -0.83332 3.12273
H 0.08510 2.83845 -0.43237
H 2.81688 -2.58949 -0.86917
H -2.64241 2.87637 1.64619
H -0.97421 2.28674 1.84369
H 4.64795 3.62086 -0.21231
H 4.44541 -2.70112 -0.15716
H -3.01961 1.03689 -0.03282
H 4.42559 3.35817 -1.96566
H -3.84321 -4.40182 -0.30861
H -3.46970 -0.93318 -1.00929
H -1.48358 -0.01428 -2.03061
H -0.58523 -1.36876 -1.31272
H -0.19398 -0.22749 2.01630
H -4.44302 -2.88117 0.37133
*
```

Properties
ΔE to the lowest compared entry with this formula, charge and spin: 191.7 kJ/mol
Gap between HOMO and LUMO: 8.669 eV
SMILES: COc1ccc(C2(CNC(C)=O)CCOCC2)cc1OC

Below is a molecular structure, C16H23O6Ti, with properties calculated with ωB97M-V/def2-TZVPD.

```
! wB97M-V def2-TZVPD RIJCOSX def2/J DEFGRID3
* xyz 2 2
Ti 0.70957 0.30920 0.11520
O 2.73883 0.30213 0.04145
O -1.30412 0.34030 0.28313
O 1.20054 0.60532 2.05042
O 1.08143 0.12261 -1.94442
O 0.36558 -1.44538 0.06638
O 0.07256 1.92442 -0.37118
C -1.21537 1.51624 -0.74590
C -1.88301 -0.92783 0.03491
C -1.20558 0.96930 -2.18051
C 0.18506 0.91962 -2.79606
C -1.29016 -3.22104 -0.30669
C 2.48744 0.20589 -2.29776
C 3.37635 0.03721 1.33488
C -2.28144 2.50052 -0.41296
C 0.26765 0.90709 3.20008
C -0.81890 -0.07123 3.24926
C 3.24358 -0.40270 -1.14849
C -2.65267 -3.49597 -0.40186
C 2.61147 0.89426 2.30362
C -3.60897 -2.49488 -0.26507
C -3.23132 -1.17385 -0.03229
C -0.92669 -1.91341 -0.08245
H 4.42588 0.31994 1.28176
H -2.22003 2.78653 0.63476
H -4.65926 -2.74107 -0.33359
H 2.78738 1.95696 2.14046
H 3.03618 -1.46553 -1.02597
H -0.60379 -1.12961 3.20055
H -3.96002 -0.38413 0.09299
H -1.81076 1.63008 -2.80190
H 2.67321 -0.34247 -3.22036
H -1.81833 0.25673 3.49163
H 4.31368 -0.22792 -1.23863
H 2.85296 0.63037 3.33105
H -2.96931 -4.51428 -0.58099
H 0.62294 1.91317 -2.88352
H 0.16405 0.43446 -3.76940
H -0.05663 1.93576 3.05989
H -2.14384 3.38517 -1.03609
H 0.91288 0.84866 4.08086
H -3.26408 2.07718 -0.62466
H -1.68432 -0.01085 -2.22155
H 3.27423 -1.02535 1.55486
H 2.74947 1.25716 -2.42784
H -0.54435 -3.99878 -0.39803
*
```

Properties
Gap between HOMO and LUMO (alpha / beta): 7.383 / 7.387 eV
<S²>: 0.753

Which calculated total energy belongs to each record? In order, -28511.09884 -33384.95658 -26634.24284 -26644.81333 -52350.35667 eV.